{
  "formula": "C3H7NO3",
  "method": "ωB97M-V/def2-TZVPD",
  "species": ["O", "O", "O", "N", "C", "C", "C", "H", "H", "H", "H", "H", "H", "H"],
  "xyz": [[-1.35949, -2.52879, -0.12402], [-0.42112, 0.99649, -3.89254], [0.30400, 1.61069, 0.14078], [-0.26668, -0.54907, 0.01853], [-0.70330, -1.75883, 0.52495], [0.68046, 0.31732, 2.12927], [0.20697, 0.55970, 0.73357], [0.88506, 1.28486, 2.53632], [0.21094, 1.41333, -4.48811], [-0.03968, -0.18928, 2.76592], [-0.49350, -0.44423, -0.96370], [-0.25801, 1.46619, -3.06194], [-0.37205, -1.96536, 1.55260], [1.62640, -0.21302, 2.12837]],
  "energy_ev": -10857.5011,
  "homo_lumo_gap_ev": 11.16,
  "smiles": "CC(=O)NC=O.O",
  "homo_ev": -10.51
}